{
  "formula": "C3H2FOTl",
  "method": "ωB97M-V/def2-TZVPD",
  "elements": ["H", "C", "H", "F", "O", "C", "Tl", "C"],
  "coordinates": [[-0.46977, -1.66481, 0.24374], [-0.26427, 0.93815, -0.62002], [1.56090, 0.65988, 0.64609], [1.09491, -1.74619, 1.52512], [-1.47322, 0.57182, -0.62990], [0.34257, -1.05898, 0.64942], [-1.43180, 2.10927, -2.10485], [0.64067, 0.19086, 0.29039]],
  "forces_ev_per_a": [[0.113, 0.327, 0.249], [0.829, -1.094, 1.113], [-0.333, -0.121, -0.100], [-0.034, 0.107, -0.294], [0.121, -1.975, 1.805], [0.091, 0.099, -0.127], [-0.666, 2.769, -2.839], [-0.121, -0.110, 0.192]],
  "lowdin_charge": [0.13, -0.50, 0.11, 0.02, -0.35, -0.13, 0.79, -0.08],
  "homo_energy_ev": -8.156,
  "total_energy_ev": -12598.7568,
  "homo_lumo_gap_ev": 8.16,
  "multiplicity": 1,
  "e_lumo_ev": 0.0
}